[1]
Below is a molecular structure, C27H45BrN2NiO2P2 at a distorted geometry, with properties calculated with ωB97M-V with the def2-TZVPD basis set.

Atoms and positions in Å:
N: -6.5939 5.0829 -4.1322
C: -6.2417 5.4576 -2.9001
C: -5.2080 4.8188 -2.1848
C: -4.4725 3.7586 -2.8048
C: -4.8406 3.4400 -4.1305
C: -5.9323 4.0917 -4.7237
C: -3.3928 3.0408 -2.0944
Ni: 0.1972 -0.6808 -1.8152
P: 4.7242 -0.8798 0.4677
C: -2.4870 2.1290 -2.6001
C: -1.3670 1.6663 -1.8223
C: -0.1216 1.2939 -2.4168
C: 1.0755 1.7807 -1.7371
C: 0.9867 2.2953 -0.4439
C: -0.1684 2.0325 0.2625
C: -1.3438 1.7619 -0.4208
Br: 2.3188 3.3178 0.3158
H: -3.2978 3.3496 -1.0514
H: -2.5872 1.8654 -3.6637
H: -4.9889 5.1597 -1.1695
H: -4.2829 2.6849 -4.6787
H: -6.7994 6.2821 -2.4447
H: -6.2551 3.7985 -5.7173
H: -0.1409 1.2989 -3.5008
H: -2.2663 1.6675 0.1135
H: 1.9941 1.8503 -2.3126
H: -0.1792 2.1024 1.3233
P: 0.3083 -2.1268 -0.0297
C: 5.4375 0.7796 0.7307
C: 6.5481 1.2245 -0.2387
H: 5.8526 0.7533 1.7633
H: 4.5978 1.5041 0.7890
H: 6.7424 2.2968 -0.1016
H: 7.4741 0.6892 0.0018
H: 6.2795 1.0201 -1.2826
C: 3.8585 -0.7244 -1.0970
C: 4.4744 -1.7420 -2.0154
H: 3.9523 0.2941 -1.4585
H: 2.7733 -0.8523 -0.9582
H: 4.0498 -1.7215 -3.0152
H: 5.5419 -1.5303 -2.1005
H: 4.3739 -2.7461 -1.5954
C: 3.6218 -1.0866 1.9147
C: 4.4145 -1.6758 3.1127
H: 2.7798 -1.7511 1.6299
H: 3.2078 -0.0900 2.1515
H: 3.7442 -2.2429 3.7740
H: 5.2015 -2.3430 2.7317
H: 4.8646 -0.8608 3.6961
C: 0.1387 -2.8332 1.6687
C: -0.7190 -4.0712 1.8129
H: -0.2596 -2.0352 2.2970
H: 1.1412 -3.0548 2.0534
H: -1.7844 -3.8438 1.8369
H: -0.5522 -4.8064 1.0248
H: -0.5137 -4.5939 2.7510
C: 1.0560 -3.4335 -1.1046
C: 0.9377 -3.0987 -2.5961
H: 0.6380 -4.4192 -0.8456
H: 2.1184 -3.4527 -0.8068
H: -0.0912 -3.2674 -2.9457
H: 1.2475 -2.0455 -2.8152
H: 1.5959 -3.7727 -3.1569
C: -1.4121 -2.0077 -0.6980
C: -2.4663 -1.5123 0.2937
H: -1.7250 -2.9504 -1.1641
H: -1.3531 -1.2165 -1.5228
H: -3.1109 -0.7725 -0.1990
H: -3.1137 -2.3172 0.6717
H: -2.0550 -1.0062 1.1793
N: -3.5354 -0.2571 5.8084
C: -2.4087 0.4225 5.1654
C: -2.2415 -0.3790 3.8520
O: -1.2318 -0.0814 3.1558
O: -3.1573 -1.2462 3.6563
H: -4.3315 0.3665 5.8792
H: -3.3110 -0.5709 6.7466
H: -3.7578 -1.0597 5.1317
H: -2.6426 1.4716 4.9592
H: -1.5278 0.3101 5.7904

Calculated total energy ... -165449.6526 eV
Charge ... +2
HOMO-LUMO gap (spin up / spin down) ... 7.23 / 3.90 eV
HOMO level (spin up / spin down) ... -12.68 / -12.66 eV
Spin multiplicity ... 3


[2]
Below is a molecular structure, C27H45ClF2I2N2O3P2SSi at a distorted geometry, with properties calculated with ωB97M-V with the def2-TZVPD basis set.

Atoms and positions in Å:
C: 3.9918 -2.4343 3.0996
C: 4.0147 -2.8007 1.5044
C: 3.5070 -1.5342 0.6615
C: 2.4324 -1.8255 -0.4890
C: 1.3544 -2.9718 -0.1655
C: -0.0872 -2.7410 -0.8983
P: 0.5111 -2.4674 -2.7195
S: 0.5589 -0.5531 -3.1967
C: -1.0255 -1.5614 -0.2607
P: -0.9499 -1.2553 1.6030
O: 0.6663 -0.7086 1.9228
I: -1.1651 -3.3061 2.9362
C: -2.4026 -1.9820 -0.9762
C: -3.7099 -1.0760 -0.8539
C: -4.1460 -0.6814 0.6377
C: -3.6124 0.8423 0.8671
C: -3.6706 1.3182 2.3951
C: -3.2106 2.8825 2.3898
C: -1.6768 3.0500 1.9296
C: -1.4370 4.1950 0.8230
C: -0.4594 3.7200 -0.3962
Si: 1.4383 3.6734 0.0289
C: 2.0124 5.0496 1.2528
C: 1.7117 1.9786 0.9531
C: 2.5473 3.5385 -1.5550
C: 4.0953 3.6534 -1.3298
C: 5.0934 3.5123 -2.5222
C: 4.4642 3.2597 -3.9292
C: 2.9208 3.1492 -4.1834
C: 1.9174 3.2917 -2.9755
C: -2.4877 -3.5801 -0.6929
N: -3.5509 -4.0964 -1.6066
C: -4.8651 -4.2043 -0.9174
O: -5.1514 -3.6799 0.1659
F: -5.8965 -4.9288 -1.5883
C: -3.2883 -5.4628 -2.1147
O: -3.1158 -5.6060 -3.3418
F: -3.2253 -6.6146 -1.2816
N: -1.0337 -3.9568 -0.9717
Cl: -0.5706 -5.3834 -0.0485
H: 3.4669 -3.2267 3.7322
H: 5.0844 -2.3244 3.4702
H: 3.4876 -1.4337 3.3186
H: 5.1389 -2.9568 1.2683
H: 3.5075 -3.7944 1.2680
H: 3.1413 -0.6701 1.3394
H: 4.4415 -1.0995 0.1294
H: 3.0171 -1.9847 -1.4708
H: 1.8345 -0.8431 -0.6379
H: 1.2444 -3.1848 0.9553
H: 1.7792 -3.9490 -0.6298
H: 1.8088 -3.0328 -2.9458
H: -0.3829 -3.0744 -3.6751
H: -0.8343 -0.5069 -0.7038
H: 0.5913 -0.0576 2.6636
H: -2.2238 -1.9827 -2.1268
H: -3.4740 -0.0857 -1.4103
H: -4.5998 -1.5268 -1.4452
H: -5.3042 -0.6348 0.6463
H: -3.7831 -1.4057 1.4423
H: -4.1802 1.5662 0.1735
H: -2.5205 0.8297 0.4832
H: -4.7697 1.1980 2.7346
H: -2.9654 0.7119 3.0637
H: -3.3682 3.2415 3.4751
H: -3.9526 3.5049 1.7528
H: -1.0978 3.3836 2.8662
H: -1.2214 2.0301 1.6172
H: -0.9718 5.1009 1.3618
H: -2.4773 4.4772 0.4114
H: -0.7599 2.6262 -0.6514
H: -0.7029 4.3686 -1.3072
H: 1.4668 4.9004 2.3003
H: 3.1321 4.9326 1.5071
H: 1.7324 6.1043 0.8999
H: 1.5785 2.0617 2.0811
H: 2.7763 1.6085 0.7312
H: 0.9871 1.2466 0.4400
H: 4.4855 3.8279 -0.2670
H: 6.2163 3.5741 -2.3128
H: 5.1801 3.1568 -4.8133
H: 2.4724 2.9380 -5.2137
H: 0.7776 3.1966 -3.1124
H: -2.6427 -3.9523 0.3743
H: -0.8153 -4.2999 -1.9364
I: 1.2003 3.7384 3.9966

Calculated total energy ... -109288.5157 eV
HOMO-LUMO gap ... 2.67 eV
HOMO level ... -5.64 eV


[3]
Below is 3 unconnected molecules or ions with the total composition C27H45FN6O7P2 at a distorted geometry, with properties calculated with ωB97M-V with the def2-TZVPD basis set.

Atoms and positions in Å:
O: -8.4712 -4.6718 8.3251
C: -8.2775 -4.6572 7.0828
F: -8.9240 -3.6351 6.3212
C: -7.3656 -5.8032 6.4468
C: -6.4894 -5.3416 5.1878
C: -5.4572 -4.3609 5.3906
C: -4.6553 -3.9542 4.0415
O: -4.4263 -2.7318 3.8787
C: -4.3008 -5.1447 3.0521
O: -3.0770 -5.3630 2.3554
C: -2.3836 -4.1484 2.0344
O: -2.6909 -3.5563 0.9553
C: -1.2833 -3.4359 2.9398
C: -0.0087 -2.8481 2.2140
C: 1.0957 -2.0925 3.0422
C: 1.0238 -1.8899 4.5856
C: -0.2256 -2.5164 5.3136
C: -1.3385 -3.2631 4.4808
C: -5.3179 -6.1460 2.8708
C: -6.6972 -5.9534 3.6984
O: -7.8338 -6.2164 3.2385
H: -8.0379 -6.6758 6.1220
H: -6.6210 -6.2173 7.2290
H: -5.2075 -3.8949 6.3986
H: 0.1357 -2.9468 1.0810
H: 2.0034 -1.6489 2.5015
H: 1.8174 -1.3254 5.1964
H: -0.3168 -2.4224 6.4596
H: -2.2056 -3.6784 5.0897
H: -5.1953 -7.0546 2.1873
O: 2.1143 1.1330 1.1162
P: 2.7682 2.3965 0.5288
N: 4.2791 1.6394 0.2873
C: 5.4693 1.7653 1.0988
C: 4.3252 0.5132 -0.6353
N: 2.7353 3.2622 2.0183
C: 3.8711 3.8825 2.6813
C: 1.7738 2.8322 3.0321
N: 3.4499 3.8719 -0.1903
C: 2.3579 4.8439 -0.4486
C: 4.2040 3.7808 -1.4509
H: 5.7797 2.8074 1.1998
H: 6.3353 1.2654 0.6542
H: 5.3202 1.3354 2.0918
H: 4.1832 0.8687 -1.6630
H: 3.5325 -0.2126 -0.4279
H: 5.2690 -0.0363 -0.6116
H: 4.4543 3.1523 3.2514
H: 3.5323 4.6490 3.3897
H: 4.5307 4.4120 1.9968
H: 2.1277 1.9429 3.5612
H: 0.8045 2.6137 2.5833
H: 1.5916 3.6179 3.7714
H: 1.6707 4.4690 -1.2146
H: 2.7607 5.8074 -0.7711
H: 1.7796 5.0433 0.4549
H: 3.6299 3.2683 -2.2288
H: 5.1593 3.2705 -1.3249
H: 4.4641 4.7779 -1.8205
O: 1.9667 2.6229 -4.2933
P: 1.1337 1.7301 -5.2325
N: -0.1891 2.8073 -5.2671
C: -1.4372 2.6945 -4.5443
C: 0.0371 4.1361 -5.8233
N: 0.9037 0.4899 -4.0601
C: -0.3703 -0.0587 -3.6204
C: 1.8551 0.4204 -2.9547
N: 0.2432 0.6809 -6.3584
C: 1.1526 -0.3740 -6.8721
C: -0.3909 1.2698 -7.5477
H: -1.9407 1.7488 -4.7548
H: -2.1624 3.4598 -4.8370
H: -1.2822 2.7887 -3.4674
H: 0.1838 4.0688 -6.9096
H: 0.9319 4.6047 -5.4021
H: -0.7906 4.8279 -5.6526
H: -0.8473 0.5795 -2.8705
H: -0.2272 -1.0447 -3.1613
H: -1.0670 -0.2336 -4.4376
H: 1.6334 1.1768 -2.1955
H: 2.8759 0.5636 -3.3091
H: 1.8412 -0.5604 -2.4708
H: 1.9494 0.0584 -7.4869
H: 0.6028 -1.1088 -7.4656
H: 1.6193 -0.9294 -6.0573
H: 0.3206 1.8573 -8.1353
H: -1.2420 1.9014 -7.2923
H: -0.8041 0.4890 -8.1942

Calculated total energy ... -73283.0659 eV
HOMO-LUMO gap ... 6.19 eV
HOMO level ... -7.68 eV
SMILES ... O=C(F)CC1=CC(=O)C(OC(=O)c2ccccc2)=CC1=O.CN(C)P(=O)(N(C)C)N(C)C.CN(C)P(=O)(N(C)C)N(C)C


[4]
Below is a molecular structure, C27H46BBrN6V at a distorted geometry, with properties calculated with ωB97M-V with the def2-TZVPD basis set.

Atoms and positions in Å:
V: -0.7666 1.3331 -0.6294
C: 0.6013 4.3827 3.2319
C: -0.1280 3.6339 2.1506
C: -1.6114 3.5389 2.5009
C: 0.4506 2.2542 2.0550
C: 1.5979 1.6273 2.5397
C: 1.4998 0.1719 2.2599
C: 2.4328 -0.9205 2.6097
C: 1.7819 -1.9676 3.5475
C: 3.6121 -0.2559 3.2875
N: 0.4152 0.0255 1.4802
N: -0.2582 1.2959 1.3540
B: -0.0410 -1.0848 0.5166
N: 0.9259 -0.9272 -0.7133
N: 1.1125 0.5109 -1.0430
C: 1.9378 0.5452 -2.0419
C: 2.4013 -0.7575 -2.3547
C: 1.6486 -1.6630 -1.5758
C: 1.7632 -3.1404 -1.5040
C: 3.0685 -3.4521 -2.2464
C: 1.4606 -3.8251 -0.1505
C: 2.3196 1.8713 -2.6561
C: 3.7585 2.0123 -2.3072
C: 2.0734 2.0001 -4.1994
N: -1.4205 -0.5776 -0.0757
N: -1.5596 -0.3594 -1.4620
C: -2.7984 -0.6443 -1.7984
C: -3.5409 -1.0289 -0.6737
C: -2.7163 -0.9510 0.4607
C: -3.1553 -0.7971 1.8903
C: -4.6576 -0.8883 2.0812
C: -2.5131 -1.6695 2.9954
C: -3.1848 -0.7258 -3.2497
C: -4.7079 -0.6489 -3.4499
C: -2.5560 0.4545 -4.0616
H: 0.1372 5.2499 3.6123
H: 1.6277 4.6597 2.9037
H: 0.7315 3.6516 4.0480
H: 0.0532 4.1251 1.1866
H: -1.7643 3.0358 3.4489
H: -2.2106 2.9874 1.7921
H: -2.0118 4.5625 2.6874
H: 2.3545 2.1405 3.1118
H: 2.8236 -1.3658 1.6802
H: 1.6330 -1.5697 4.5380
H: 2.4662 -2.8201 3.7254
H: 0.8361 -2.3586 3.1249
H: 3.3745 0.0680 4.3148
H: 4.0680 0.5748 2.6995
H: 4.4041 -1.0426 3.5044
H: -0.0685 -2.1106 1.0486
H: 3.1702 -0.9977 -3.1187
H: 0.9810 -3.4390 -2.2115
H: 3.9374 -2.9793 -1.6742
H: 3.1201 -2.8934 -3.1708
H: 3.2244 -4.5531 -2.3948
H: 1.8310 -3.2776 0.7579
H: 1.7957 -4.8609 -0.1916
H: 0.3418 -3.7827 -0.0226
H: 1.6930 2.6418 -2.1917
H: 4.4333 1.2639 -2.7950
H: 4.0252 1.9222 -1.2405
H: 4.2291 3.0159 -2.5979
H: 2.5935 1.2566 -4.7547
H: 2.4671 2.9352 -4.6163
H: 1.0234 1.8964 -4.5005
H: -4.6208 -1.2695 -0.7409
H: -2.9406 0.2780 2.0979
H: -4.9630 -1.9440 2.1013
H: -5.2160 -0.3475 1.2870
H: -4.8287 -0.4940 3.0682
H: -2.3507 -2.6682 2.5986
H: -3.1397 -1.7756 3.8985
H: -1.5612 -1.2618 3.3550
H: -2.7650 -1.6183 -3.7324
H: -5.0064 -0.1875 -4.3938
H: -5.2071 0.0461 -2.7590
H: -5.2284 -1.5933 -3.4581
H: -3.1192 1.4109 -3.9904
H: -2.6556 0.1584 -5.1025
H: -1.5114 0.6561 -3.9607
Br: -1.4524 3.3010 -1.7404

Calculated total energy ... -134078.5691 eV
Charge ... +2
HOMO-LUMO gap (spin up / spin down) ... 5.54 / 6.72 eV
HOMO level (spin up / spin down) ... -14.81 / -14.86 eV
Spin multiplicity ... 2


[5]
Below is 10 unconnected molecules or ions with the total composition C27H46BF4N12O3 at a distorted geometry, with properties calculated with ωB97M-V with the def2-TZVPD basis set.

Atoms and positions in Å:
B: -0.3003 -0.9434 1.1501
F: 0.3516 -2.0846 1.3344
F: -1.1144 -0.9234 0.0990
F: -1.1052 -0.7730 2.3113
F: 0.5749 0.1349 1.0765
C: -2.1959 -4.4792 1.2546
O: -2.9168 -5.4200 1.1730
N: -1.4095 -4.1406 0.2707
N: -2.1177 -3.7387 2.3053
H: -0.7587 -3.3745 0.3688
H: -1.3446 -4.6999 -0.5678
H: -2.7758 -3.9373 3.0452
H: -1.3312 -3.1095 2.3806
C: -0.6376 -3.6937 -3.0270
O: -1.6119 -4.3815 -2.7696
N: -0.2405 -2.7765 -2.2454
N: 0.1718 -3.8489 -4.0817
H: -0.8050 -2.6230 -1.4220
H: 0.5613 -2.2307 -2.5270
H: 0.8915 -3.1870 -4.3347
H: 0.0563 -4.6293 -4.7122
C: 2.6732 -1.9302 3.7354
O: 3.6590 -1.8398 4.4785
N: 1.7237 -1.0477 3.6307
N: 2.5173 -2.7643 2.7988
H: 1.0769 -1.1417 2.8607
H: 1.5134 -0.4570 4.4224
H: 3.3261 -3.2913 2.5020
H: 1.6653 -2.9073 2.2755
C: 2.7796 3.0080 -1.3846
C: 1.2937 3.2989 -1.2641
C: 0.8599 3.4725 0.2042
C: 1.6231 4.4588 1.0408
N: 2.2072 5.2402 1.6948
H: 3.2991 3.9306 -1.1258
H: 3.0894 2.8319 -2.4148
H: 3.0297 2.1616 -0.7449
H: 0.6505 2.5199 -1.6735
H: 0.9793 4.2019 -1.7876
H: 1.1607 2.5447 0.6909
H: -0.2209 3.5743 0.3026
C: -2.2062 1.9426 -2.0765
C: -1.3420 1.0123 -2.9081
C: -2.1379 -0.1936 -3.3079
C: -3.3338 0.1607 -4.1479
N: -4.2185 0.4831 -4.8433
H: -3.1612 2.2121 -2.5277
H: -1.6522 2.8376 -1.7934
H: -2.3488 1.5688 -1.0626
H: -0.4960 0.6175 -2.3455
H: -0.8974 1.6005 -3.7109
H: -2.5024 -0.7510 -2.4450
H: -1.5582 -0.8724 -3.9334
N: -1.5232 1.8691 2.4841
C: -2.4276 2.8535 2.1225
C: -1.9872 3.9862 2.7635
C: -0.9776 3.6624 3.6618
C: -0.6266 2.3411 3.3278
H: -1.4959 0.8997 2.2021
H: -3.1722 2.5968 1.3834
H: -2.4774 4.9008 2.4644
H: -0.4018 4.2945 4.3216
H: 0.2161 1.7743 3.6953
N: 2.4072 -0.5815 -1.6924
C: 3.0340 -1.7920 -1.8087
C: 3.1120 -2.1262 -3.1735
C: 2.5872 -1.0406 -3.9171
C: 2.1671 -0.0797 -2.9694
H: 2.3193 -0.0439 -0.8419
H: 3.4851 -2.3312 -0.9888
H: 3.5731 -2.9942 -3.6210
H: 2.5787 -0.8656 -4.9828
H: 1.7746 0.9233 -3.0489
N: -4.0608 0.1112 0.4300
C: -4.3956 -0.7605 1.4071
C: -5.8078 -0.8822 1.4558
C: -6.2568 -0.0513 0.4130
C: -5.2495 0.6499 -0.1076
H: -3.1134 0.2710 0.1184
H: -3.5990 -1.2633 1.9352
H: -6.4577 -1.4890 2.0688
H: -7.2907 0.1675 0.1904
H: -5.2424 1.3774 -0.9058
N: 3.5325 0.5505 1.5179
C: 3.5385 1.8073 2.0330
C: 4.8055 2.2881 1.8595
C: 5.5671 1.2454 1.2194
C: 4.6916 0.2243 0.8910
H: 2.6961 0.0189 1.7131
H: 2.7194 2.1428 2.6518
H: 5.2777 3.2187 2.1378
H: 6.6039 1.2467 0.9173
H: 4.8828 -0.7428 0.4501

Calculated total energy ... -64322.7207 eV
Charge ... -2
HOMO-LUMO gap (spin up / spin down) ... 1.79 / 8.30 eV
HOMO level (spin up / spin down) ... 2.39 / -4.18 eV
Spin multiplicity ... 2